{
  "formula": "C36H37N4O4PdSb2",
  "method": "the ωB97M-V functional and the def2-TZVPD basis",
  "gap_ev": [4.52, 4.51],
  "total_charge": 3,
  "e_homo_ev": [-16.33, -16.33],
  "total_energy_ha": -2521.2593,
  "de_lowest_kj_mol": 370.7,
  "elements": ["Pd", "C", "C", "C", "Sb", "C", "C", "C", "C", "C", "C", "C", "C", "C", "C", "C", "C", "Sb", "C", "C", "C", "C", "C", "C", "C", "C", "C", "C", "C", "C", "H", "H", "H", "H", "H", "H", "H", "H", "H", "H", "H", "H", "H", "H", "H", "H", "H", "H", "H", "H", "H", "H", "H", "H", "H", "H", "C", "C", "N", "C", "C", "N", "C", "O", "O", "C", "O", "O", "H", "H", "H", "H", "H", "C", "N", "C", "C", "N", "H", "H", "H", "H", "H", "H"],
  "xyz": [[0.230643, 1.218105, 0.564355], [2.681055, 0.013520, -2.662541], [1.613073, 0.714586, -3.453625], [0.438919, 1.182425, -2.639226], [1.047634, 3.087178, -1.835594], [0.152085, 3.704834, 0.024203], [0.841003, 4.699150, 0.705816], [0.390023, 5.115160, 1.956300], [-0.678988, 4.486467, 2.577631], [-1.387105, 3.512926, 1.894750], [-1.013288, 3.136197, 0.591941], [0.104087, 4.287230, -3.251645], [0.027732, 3.874795, -4.580228], [-0.693000, 4.636193, -5.487211], [-1.289479, 5.818492, -5.080270], [-1.180328, 6.246358, -3.768272], [-0.457284, 5.495729, -2.851662], [3.647739, 1.050680, -1.011202], [3.112941, 2.064472, 0.747788], [3.721541, 3.326203, 0.820625], [3.663681, 4.046009, 1.994258], [2.959086, 3.554580, 3.093180], [2.348887, 2.322982, 3.019158], [2.455419, 1.528484, 1.866569], [5.154437, 2.164465, -1.865269], [5.001859, 2.680003, -3.155835], [6.003359, 3.469868, -3.683650], [7.162575, 3.716976, -2.949994], [7.327496, 3.178276, -1.683309], [6.326477, 2.396942, -1.132190], [3.571978, -0.195448, -3.257545], [2.313265, -0.910359, -2.214862], [1.251145, -0.042392, -4.162228], [2.054518, 1.507097, -4.065225], [0.151824, 0.451795, -1.877011], [-0.438080, 1.400511, -3.247626], [1.710163, 5.178120, 0.272882], [0.892738, 5.931684, 2.457399], [-0.982510, 4.786851, 3.570521], [-2.278501, 3.077005, 2.327337], [-1.751761, 2.636848, -0.024484], [0.503067, 2.963293, -4.919298], [-0.780039, 4.314414, -6.514970], [-1.827792, 6.420340, -5.798120], [-1.646181, 7.170844, -3.461095], [-0.360307, 5.847688, -1.832665], [4.244884, 3.743487, -0.029445], [4.168893, 5.000162, 2.054302], [2.923158, 4.122826, 4.012090], [1.845069, 1.905793, 3.880501], [2.208277, 0.483825, 1.978129], [4.127624, 2.461247, -3.754619], [5.892167, 3.887035, -4.673915], [7.948846, 4.319894, -3.381538], [8.236823, 3.358681, -1.129037], [6.468400, 1.971992, -0.145898], [-3.179064, 1.236925, -2.060960], [-2.982415, 0.391377, -0.856472], [-1.936196, 0.380171, -0.039703], [-2.241927, -0.498645, 0.974613], [-3.472415, -1.049306, 0.746644], [-3.914178, -0.474629, -0.412279], [-4.385617, -2.053276, 1.390106], [-3.968761, -2.637748, 2.496138], [-5.434092, -2.275793, 0.854861], [-1.393272, -0.626838, 2.175406], [-1.579295, -1.519487, 2.990377], [-0.443625, 0.254809, 2.327947], [-2.319123, 1.885367, -2.217772], [-4.060412, 1.867921, -1.943643], [-3.328015, 0.629174, -2.952836], [-4.826512, -0.693173, -0.801005], [-3.086626, -2.293634, 2.778056], [2.645783, -2.741879, 2.384959], [1.392247, -2.528264, 1.647931], [0.356977, -3.584556, 1.737478], [1.225999, -1.506623, 0.919012], [1.029234, -0.563226, 0.236937], [3.105666, -3.664310, 2.034201], [2.416616, -2.822591, 3.445590], [3.318892, -1.903762, 2.214342], [0.700532, -4.455226, 1.181647], [-0.579644, -3.207412, 1.343937], [0.231506, -3.827720, 2.790010]],
  "forces_ev_per_angstrom": [[-0.517, -0.011, 0.232], [0.384, -1.044, 0.372], [-0.081, 0.080, -0.338], [-0.586, -0.001, 0.425], [0.511, -0.433, 0.085], [0.228, 0.014, -0.159], [-0.148, 0.025, -0.038], [0.050, 0.049, -0.031], [-0.131, -0.132, 0.002], [-0.068, 0.068, 0.068], [0.123, 0.005, -0.044], [0.102, 0.420, -0.211], [-0.096, -0.114, -0.059], [0.166, -0.143, -0.032], [-0.090, 0.106, -0.075], [0.130, 0.038, 0.138], [-0.157, 0.076, 0.094], [-1.335, 1.827, -1.203], [0.305, -0.310, 0.986], [0.152, -0.077, -0.070], [-0.042, 0.035, 0.027], [0.024, -0.025, -0.028], [-0.112, -0.291, 0.026], [0.465, 0.190, 0.153], [0.675, -0.036, 0.173], [0.031, -0.257, -0.038], [0.124, 0.026, -0.008], [-0.037, 0.007, -0.081], [0.017, -0.020, 0.017], [-0.149, 0.000, -0.035], [-0.017, -0.065, 0.004], [0.019, 0.044, -0.087], [0.132, -0.058, 0.000], [-0.068, 0.005, 0.022], [0.012, 0.078, -0.243], [0.075, -0.014, -0.062], [-0.027, -0.023, -0.007], [0.052, 0.013, 0.031], [-0.044, 0.017, 0.009], [0.006, -0.011, 0.032], [0.144, -0.022, 0.078], [-0.021, -0.043, -0.036], [0.037, -0.032, -0.038], [-0.069, 0.005, -0.019], [0.002, 0.059, 0.044], [-0.047, 0.009, 0.044], [0.002, -0.001, -0.001], [-0.006, 0.070, -0.021], [0.005, 0.016, 0.045], [-0.045, -0.006, 0.018], [-0.063, 0.103, -0.134], [-0.068, 0.067, 0.028], [-0.009, 0.024, -0.042], [0.016, 0.043, -0.017], [0.042, -0.003, 0.023], [-0.026, 0.020, 0.040], [0.025, 0.043, -0.078], [0.075, -0.198, 0.059], [-0.370, -0.013, -0.341], [-0.075, 0.044, 0.057], [-0.116, -0.054, -0.182], [0.111, 0.019, 0.173], [0.111, -0.111, 0.318], [-0.026, 0.111, -0.190], [-0.072, 0.007, -0.099], [0.607, 0.408, 0.283], [-0.160, -0.140, 0.046], [-0.221, -0.101, 0.102], [0.001, 0.013, 0.015], [-0.022, 0.006, 0.000], [0.015, -0.018, -0.038], [0.038, 0.006, 0.001], [-0.022, -0.015, 0.030], [0.150, -0.012, 0.073], [0.028, -0.252, -0.051], [0.034, -0.118, -0.008], [-0.558, 0.309, 0.152], [0.554, -0.236, -0.405], [0.018, 0.004, 0.022], [0.000, 0.011, 0.003], [0.007, -0.039, 0.036], [-0.025, -0.013, 0.015], [-0.026, -0.044, -0.041], [-0.052, 0.019, -0.015]]
}